Model i:
The following is a quantum chemistry calculation of a structure of composition C7H12N3O2, from the Open Molecules 2025 dataset.

XYZ file:
```
24
Properties=species:S:1:pos:R:3
C 0.33487 1.06112 1.50078
C -1.17862 -2.34985 1.09700
C -0.45266 -1.54126 -1.94278
C 0.42573 -0.30748 -1.72277
C 0.10390 -2.59905 -0.98715
C 0.39628 0.27158 -0.36383
C 0.03143 3.43570 1.47345
N 1.37187 0.59040 0.39314
N -0.27327 -2.35241 0.31566
N -0.58241 0.81318 0.40258
O -1.86700 -2.33354 2.01350
O 0.51052 2.23546 2.10240
H 0.32016 0.16038 2.27850
H -1.52630 -1.42548 -1.69280
H -0.20730 -1.85507 -2.99032
H 1.40576 -0.57768 -2.06859
H -0.03913 0.44156 -2.24218
H -0.18830 -3.62484 -1.13492
H 1.17928 -2.53909 -0.98618
H 0.71991 3.90829 0.70728
H -0.29338 4.08340 2.20730
H -0.89077 3.37825 0.93966
H 2.31782 0.15645 0.28596
H -1.61837 0.96999 0.41431
```

Properties
Charge = +1
Frontier orbital gap = 10.648 eV

---

Model ii:
The following is a quantum chemistry calculation of the ion C7H12N3O2 with charge +1, from the Open Molecules 2025 dataset.

XYZ file:
```
24
Properties=species:S:1:pos:R:3
C 0.90508 -0.06249 1.48443
C -1.54742 0.16288 1.19106
C -1.17965 0.52570 -2.57960
C 0.33049 0.54422 -2.07903
C -1.85726 1.02764 -1.33066
C 0.08630 0.25339 -0.64970
C 2.32936 -1.80441 2.00210
N -0.03621 0.80171 1.69662
N -1.17273 0.31816 -0.34992
N 0.97111 -0.38246 0.18129
O -1.69391 -0.96682 1.64889
O 1.70752 -0.62430 2.33811
H -2.13896 1.09902 1.40909
H -1.51244 1.05859 -3.46593
H -1.50162 -0.45171 -2.66232
H 0.82268 -0.19225 -2.58884
H 0.89856 1.47115 -2.04638
H -1.62576 2.07732 -1.25295
H -2.90109 0.82002 -1.10549
H 2.94142 -1.75284 1.22615
H 1.47231 -2.48611 1.68684
H 2.82978 -2.03567 2.95593
H -0.01150 1.24078 2.58871
H 1.88395 -0.64152 -0.29841
```

Properties
Charge = +1
Frontier orbital gap = 9.156 eV

---

Verdict on stability: model i comes out on top.

---

Model i:
The following is a quantum chemistry calculation of a cluster of 8 separate species, C8H16Cl16 in total, from the Open Molecules 2025 dataset.

XYZ file:
```
40
Properties=species:S:1:pos:R:3
C 0.24363 0.69365 4.18338
Cl -1.21344 1.18980 3.30198
Cl 1.64119 0.56761 3.10994
H 0.45709 1.45539 4.91960
H 0.05758 -0.28557 4.60334
C 1.53051 4.91025 0.61948
Cl 3.01826 5.54858 -0.07933
Cl 0.11740 5.27518 -0.37610
H 1.62640 3.83343 0.69737
H 1.38009 5.34526 1.59947
C 3.34536 -2.90696 -2.12557
Cl 2.16765 -4.08288 -1.51085
Cl 5.00100 -3.33988 -1.70104
H 3.23627 -2.85045 -3.20121
H 3.12826 -1.94240 -1.68408
C -3.36207 -2.33950 2.65705
Cl -5.04090 -2.02505 2.22949
Cl -2.23445 -1.52165 1.55952
H -3.17895 -1.94837 3.64969
H -3.15701 -3.39995 2.59817
C -4.34607 -1.49781 -2.29896
Cl -5.07502 -0.58675 -3.61430
Cl -2.69861 -0.96251 -1.96012
H -4.92419 -1.32138 -1.40139
H -4.32457 -2.54081 -2.58155
C 1.68201 3.66649 -4.18570
Cl 1.55877 3.70163 -5.95950
Cl 2.46838 5.11583 -3.53262
H 0.67650 3.63436 -3.78871
H 2.27840 2.80631 -3.91769
C 0.83008 -3.64321 1.84599
Cl -0.59456 -4.68606 1.81565
Cl 1.07074 -2.90816 3.43617
H 1.69419 -4.26227 1.63849
H 0.74038 -2.86695 1.09569
C -0.03043 0.86316 -0.18712
Cl 1.06714 -0.49251 -0.52934
Cl -0.22401 1.92174 -1.59146
H -0.99990 0.44164 0.04120
H 0.38689 1.44077 0.62497
```

Properties
Charge = 0
Frontier orbital gap = 10.916 eV

---

Model ii:
The following is a quantum chemistry calculation of a cluster of 8 separate species, C8H16Cl16 in total, from the Open Molecules 2025 dataset.

XYZ file:
```
40
Properties=species:S:1:pos:R:3
C 6.97538 -1.19578 -0.76401
Cl 7.52233 0.50312 -0.71040
Cl 7.66179 -2.25470 0.42553
H 5.89233 -1.31619 -0.78855
H 7.32816 -1.58195 -1.72032
C -0.50673 0.63357 -0.22867
Cl 0.95291 1.09161 -1.06736
Cl -1.99504 1.31966 -0.96821
H -0.60094 -0.45221 -0.21178
H -0.42707 0.89131 0.82743
C 5.71472 0.98116 -6.09325
Cl 5.11771 -0.72595 -5.86792
Cl 7.49610 1.02249 -5.94516
H 5.59489 1.44030 -7.07454
H 5.27143 1.57084 -5.29085
C -8.27281 -0.17276 -0.20642
Cl -8.72511 -1.05013 -1.73228
Cl -9.42414 -0.50498 1.20844
H -7.21894 -0.36516 -0.00531
H -8.28339 0.89725 -0.41396
C -5.70373 0.23914 6.21117
Cl -4.65825 -0.19552 4.82911
Cl -5.05253 -0.46421 7.61386
H -5.66892 1.31712 6.36877
H -6.68164 -0.14001 5.91445
C -2.87078 6.98403 -3.52618
Cl -4.49620 6.94384 -4.15692
Cl -1.76677 6.30826 -4.69566
H -2.67043 7.98918 -3.15517
H -2.87121 6.36311 -2.63033
C 2.24663 -7.45670 -1.15588
Cl 1.40418 -5.96319 -0.83127
Cl 1.13143 -8.77157 -0.80786
H 2.52018 -7.44185 -2.21088
H 3.07087 -7.50261 -0.44410
C 2.28458 0.20349 6.00018
Cl 3.04100 -1.31338 5.14549
Cl 2.59108 1.70100 5.00713
H 1.23606 0.03183 6.24358
H 2.84086 0.43653 6.90811
```

Properties
Charge = 0
Frontier orbital gap = 10.939 eV

---

Verdict on stability: model i comes out on top.

---

Model i:
The following is a quantum chemistry calculation of a cluster of 2 separate species, C5H13NS in total, from the Open Molecules 2025 dataset.

XYZ file:
```
20
Properties=species:S:1:pos:R:3
C -3.44887 0.72942 -2.38828
C -2.36451 0.59168 -1.63079
N -1.06775 0.42089 -2.07104
C -0.16119 -0.37937 -1.27303
H -3.35913 0.66600 -3.46478
H -4.40538 0.94167 -1.94316
H -2.46408 0.62803 -0.55011
H -0.96574 0.33655 -3.06967
H 0.86097 -0.21996 -1.62370
H -0.23927 -0.04501 -0.23922
H -0.35137 -1.45881 -1.30388
C 2.87341 -0.92650 2.13795
C 1.85393 0.19829 1.99088
S 0.31983 -0.25944 2.86422
H 2.52467 -1.82489 1.62859
H 3.02462 -1.17054 3.18873
H 3.81603 -0.62756 1.68280
H 2.24082 1.11592 2.42806
H 1.62556 0.37512 0.94173
H -0.31256 0.90852 2.69472
```

Properties
Charge = 0
Frontier orbital gap = 8.837 eV

---

Model ii:
The following is a quantum chemistry calculation of the molecule C5H13NS, from the Open Molecules 2025 dataset.

XYZ file:
```
20
Properties=species:S:1:pos:R:3
C 2.90129 1.00316 0.96962
C 1.79978 0.02060 0.89756
C 0.57395 0.45298 0.04464
C -0.82690 0.15941 0.56596
S -2.31467 0.46952 -0.55625
C -2.54471 -1.01000 -1.61504
N 2.41227 -1.28893 0.38548
H 2.54689 1.92007 1.54443
H 3.11489 1.04050 -0.15588
H 3.81528 0.60698 1.39538
H 1.24089 -0.23406 1.87689
H 0.77898 1.59748 -0.01135
H 0.75296 0.13609 -1.12047
H -0.93020 0.57845 1.53735
H -0.91214 -0.92374 0.69182
H -1.61707 -1.63339 -1.91975
H -3.08108 -0.61612 -2.47153
H -3.04245 -1.79150 -1.00778
H 2.90496 -1.95644 1.03194
H 3.15636 -0.97106 -0.36585
```

Properties
Charge = 0
Frontier orbital gap = 9.499 eV

---

Model iii:
The following is a quantum chemistry calculation of the molecule C5H13NS, from the Open Molecules 2025 dataset.

XYZ file:
```
20
Properties=species:S:1:pos:R:3
C 0.95231 -0.87388 -0.33821
C 0.40919 -0.19618 -1.58102
C -1.12760 -0.25416 -1.67835
S -1.80184 -1.93751 -1.71275
C 0.38158 -0.33684 0.98476
N 0.45996 1.12711 1.07146
C 0.31185 1.60193 2.46317
H 2.03009 -0.83717 -0.25178
H 0.67821 -1.92955 -0.35959
H 0.74022 -0.72922 -2.47518
H 0.68558 0.85541 -1.59546
H -1.60268 0.29909 -0.86944
H -1.40189 0.20488 -2.61754
H -1.45185 -2.15562 -2.98567
H -0.64069 -0.68782 1.14068
H 0.95604 -0.78416 1.79736
H -0.35784 1.49438 0.59472
H -0.72130 1.50951 2.79782
H 0.58781 2.64874 2.49823
H 0.91284 0.98106 3.11682
```

Properties
Charge = 0
Frontier orbital gap = 9.803 eV

---

Model iv:
The following is a quantum chemistry calculation of a cluster of 2 separate species, C5H13NS in total, from the Open Molecules 2025 dataset.

XYZ file:
```
20
Properties=species:S:1:pos:R:3
C -1.70732 1.17457 0.27419
C 2.53087 1.58700 -0.19275
C 2.49315 -0.59749 0.91295
C -0.98716 -1.03431 -1.25848
C 1.84479 0.47651 0.51377
N -3.27516 -1.38129 0.34779
S -1.82620 -0.48957 -0.01698
H -1.50378 1.67713 -0.69287
H -2.25171 1.82962 0.88112
H 3.56275 1.46473 -0.21211
H 2.29368 2.49419 0.35653
H 2.33814 1.56336 -1.25294
H 1.95555 -1.40949 1.41499
H 3.60194 -0.57067 0.94637
H -3.32354 -2.14802 -0.30584
H -1.17696 -0.59019 -2.23613
H -0.45433 -1.98039 -1.12904
H 0.71804 0.62820 0.63101
H -4.04867 -0.84578 0.00456
H -1.05700 -1.29658 0.79479
```

Properties
Charge = 0
Frontier orbital gap = 8.457 eV

---

Verdict on stability: model iii comes out on top.

---

Model i:
The following is a quantum chemistry calculation of a cluster of 7 separate species, H13O6S in total, from the Open Molecules 2025 dataset.

XYZ file:
```
20
Properties=species:S:1:pos:R:3
S 1.08827 1.80347 0.46718
H 0.89099 2.58690 1.52564
H -1.14355 2.76388 -0.35599
H -2.08000 1.94358 0.49370
O -2.05722 2.42175 -0.36700
H 1.80369 -1.99574 -0.26310
H 0.72974 -2.39874 -1.22802
O 0.94507 -2.47265 -0.30570
H -2.51775 0.64624 -1.58169
H -2.03773 -0.49649 -0.76741
O -2.37868 -0.34698 -1.63583
H 2.59801 -0.24023 1.21152
H 2.00399 -0.41863 2.62693
O 2.51417 -0.87849 1.94546
H -0.23753 -0.37053 -2.83111
H 0.53055 0.09337 -1.56669
O 0.62029 -0.48518 -2.40257
H -0.34485 0.05179 1.61203
H -0.28802 -1.37923 1.35030
O -0.63943 -0.82809 2.07236
```

Properties
Charge = -1
Frontier orbital gap = 7.956 eV

---

Model ii:
The following is a quantum chemistry calculation of a cluster of 7 separate species, H13O6S in total, from the Open Molecules 2025 dataset.

XYZ file:
```
20
Properties=species:S:1:pos:R:3
S 2.47019 0.09909 -1.06167
H 2.57405 -1.24975 -1.03505
H 1.33408 -0.64366 0.61232
H 0.72192 -0.66673 1.92909
O 1.15546 -1.31078 1.31201
H -1.56510 0.46403 -1.23924
H -1.44701 -0.80440 -0.51118
O -1.69474 0.09056 -0.35828
H -1.19374 0.35478 2.78395
H -1.89050 -0.03443 1.58532
O -2.07486 0.14737 2.55233
H -0.64985 2.25894 -1.71157
H 0.40358 1.58296 -2.55921
O -0.56599 1.68742 -2.49204
H 0.32443 -1.85569 -1.41682
H 0.11848 -2.19532 0.01876
O -0.21892 -2.45108 -0.87734
H 1.43357 1.45928 0.50757
H -0.02888 1.38741 0.72729
O 0.79384 1.68000 1.23376
```

Properties
Charge = -1
Frontier orbital gap = 7.784 eV

---

Verdict on stability: model ii comes out on top.

---

Model i:
The following is a quantum chemistry calculation of the molecule C3H4OS, from the Open Molecules 2025 dataset.

XYZ file:
```
9
Properties=species:S:1:pos:R:3
C 1.31388 1.16653 0.23494
C 0.38481 0.30946 -0.00124
C -0.97719 -0.17493 -0.24552
O -1.24098 -1.50495 0.15264
S 2.09493 -0.44441 -0.07057
H 1.70968 2.12458 0.44996
H -0.45020 -1.89000 0.53982
H -1.16636 -0.09634 -1.32993
H -1.66858 0.51006 0.26991
```

Properties
Charge = 0
Frontier orbital gap = 8.670 eV

---

Model ii:
The following is a quantum chemistry calculation of the molecule C3H4OS, from the Open Molecules 2025 dataset.

XYZ file:
```
9
Properties=species:S:1:pos:R:3
C -0.04747 0.22002 0.06567
C 0.97490 0.96531 0.27809
C -0.85779 -0.89900 -0.17485
O -3.36397 0.32854 -0.67983
S -2.46794 0.07469 0.47837
H 1.05078 1.73216 0.94056
H 2.09161 0.76744 0.06519
H -1.17313 -0.88686 -1.20144
H -0.73889 -1.69489 0.52900
```

Properties
Charge = 0
Frontier orbital gap (spin up / spin down) = 7.862 / 7.131 eV

---

Verdict on stability: model i comes out on top.

---

Model i:
The following is a quantum chemistry calculation of the molecule C3H4OS, from the Open Molecules 2025 dataset.

XYZ file:
```
9
Properties=species:S:1:pos:R:3
C 1.46343 0.11206 -0.40315
C 0.09131 -0.30757 -0.59397
C -0.99989 0.12074 0.32960
O 2.20386 1.41374 0.32821
S 1.49141 -1.49949 0.02122
H -0.48666 -0.65035 -1.49838
H -0.51838 0.94360 0.90765
H -1.31733 -0.49506 1.11528
H -1.92775 0.36231 -0.20647
```

Properties
Charge = 0
Frontier orbital gap (spin up / spin down) = 8.339 / 8.150 eV

---

Model ii:
The following is a quantum chemistry calculation of a structure of composition C3H4OS, from the Open Molecules 2025 dataset.

XYZ file:
```
9
Properties=species:S:1:pos:R:3
C 1.44991 0.18731 0.19327
C 0.17400 -0.09660 -0.45016
C -1.17019 -0.12995 0.24365
O 2.66032 1.51686 0.20043
S 1.46309 -1.43249 -0.02780
H 0.06757 0.49010 -1.34489
H -1.54250 0.84368 0.34870
H -1.09512 -0.66957 1.18572
H -2.00708 -0.70934 -0.34891
```

Properties
Charge = 0
Frontier orbital gap (spin up / spin down) = 8.130 / 8.128 eV

---

Verdict on stability: model i comes out on top.